Entry 1:
Formula: C40H56BrF6MoN3O7P2S3
Source: the OMol25 dataset
Level of theory: ωB97M-V/def2-TZVPD

Output
energy above the lowest of the compared OMol25 structures with the same formula, charge and spin = 4.241 eV
HOMO-LUMO gap (alpha / beta) = 5.7 / 6.8 eV
HOMO (alpha / beta) = -0.3258 / -0.3830 Eh
⟨S²⟩ = 3.77
net charge = +1
2S+1 = 4

Geometry as XYZ:
```
119
C40H56BrF6MoN3O7P2S3, DFT ωB97M-V/def2-TZVPD
Mo 0.675 0.076 1.611
O 2.001 4.854 -0.648
C 3.146 4.486 0.011
C 4.228 5.345 0.139
C 5.375 4.922 0.792
C 5.442 3.642 1.319
C 4.350 2.795 1.198
C 3.190 3.204 0.556
C 2.022 2.262 0.378
O 2.190 1.055 1.058
N 0.744 2.883 0.840
N 0.073 2.068 1.715
C -0.720 2.591 2.584
C -1.374 1.807 3.598
Br -0.452 0.117 3.963
C -2.424 2.080 4.372
C -3.353 3.197 4.202
C -4.100 3.598 5.315
C -4.970 4.670 5.232
C -5.126 5.346 4.030
C -4.419 4.934 2.908
C -3.540 3.869 2.990
H 2.113 5.739 -1.012
H 4.169 6.343 -0.279
H 6.215 5.597 0.883
H 6.337 3.301 1.820
H 4.388 1.794 1.602
H 1.909 2.025 -0.683
H 0.858 3.826 1.195
H -0.844 3.670 2.617
H -2.609 1.435 5.223
H -3.978 3.064 6.250
H -5.527 4.979 6.107
H -5.812 6.179 3.963
H -4.563 5.441 1.963
H -3.034 3.524 2.098
F -3.098 -2.505 4.678
C -4.088 -2.655 3.793
F -4.984 -1.690 3.991
F -4.663 -3.832 3.986
S -3.408 -2.509 2.089
O -2.683 -1.257 2.102
O -4.527 -2.613 1.205
N -2.490 -3.780 2.017
S -0.935 -3.800 1.916
O -0.249 -2.780 2.684
O -0.443 -4.001 0.578
C -0.629 -5.367 2.841
F 0.684 -5.617 2.872
F -1.058 -5.220 4.093
F -1.247 -6.391 2.278
S -1.954 -1.135 -0.509
C -0.769 -0.635 0.544
O 1.033 0.003 -1.080
P 0.379 -0.688 -2.248
C 0.621 -2.482 -2.209
C 0.226 -3.245 -3.499
C 1.454 -3.830 -4.193
C 2.195 -4.804 -3.269
C 2.319 -4.266 -1.826
C 2.072 -2.762 -1.775
C -1.426 -0.379 -2.098
C -2.385 -0.826 -3.213
C -3.609 0.097 -3.344
C -4.848 -0.304 -2.524
C -4.619 -0.815 -1.092
C -3.495 -0.142 -0.300
C 0.919 0.018 -3.851
C 2.446 0.279 -3.747
C 2.860 1.456 -4.627
C 2.225 2.762 -4.124
C 0.812 2.527 -3.558
C 0.168 1.315 -4.226
H -0.013 -2.818 -1.379
H -0.318 -2.602 -4.195
H -0.451 -4.060 -3.231
H 2.119 -3.017 -4.499
H 1.149 -4.349 -5.102
H 3.184 -5.004 -3.684
H 1.659 -5.754 -3.257
H 3.306 -4.498 -1.421
H 1.586 -4.749 -1.175
H 2.787 -2.242 -2.419
H 2.207 -2.371 -0.768
H -1.488 0.697 -1.918
H -2.702 -1.858 -3.040
H -1.834 -0.828 -4.154
H -3.912 0.128 -4.391
H -3.305 1.117 -3.091
H -5.385 -1.085 -3.065
H -5.512 0.562 -2.491
H -4.434 -1.892 -1.103
H -5.543 -0.697 -0.525
H -3.676 -0.176 0.772
H -3.277 0.880 -0.611
H 0.728 -0.741 -4.614
H 2.999 -0.619 -4.027
H 2.707 0.511 -2.712
H 2.553 1.263 -5.659
H 3.946 1.543 -4.629
H 2.180 3.475 -4.949
H 2.857 3.207 -3.353
H 0.194 3.412 -3.717
H 0.854 2.362 -2.477
H 0.219 1.440 -5.310
H -0.892 1.255 -3.978
C 4.071 -0.900 2.423
P 2.410 -1.664 2.433
C 2.287 -2.088 4.206
C 2.768 -3.248 1.599
H 4.803 -1.610 2.811
H 4.079 -0.004 3.044
H 4.340 -0.624 1.403
H 3.129 -2.722 4.483
H 1.354 -2.608 4.414
H 2.327 -1.174 4.800
H 3.149 -3.961 2.330
H 3.528 -3.073 0.838
H 1.879 -3.659 1.126
```

Löwdin population analysis, charges in e, atoms 1 to 2: atom 1 (Mo): 1.2029, atom 2 (O): 0.0514

***

Entry 2:
Formula: C40H56Cl6F24N2O18
Source: the OMol25 dataset
Level of theory: ωB97M-V/def2-TZVPD

Output
energy above the lowest of the compared OMol25 structures with the same formula, charge and spin = 0.000 eV
SMILES = CCOC(=O)C(F)(F)F.CCOC(=O)C(F)(F)F.CCOC(=O)C(F)(F)F.CCOC(=O)C(F)(F)F.CCOC(=O)C(F)(F)F.CCOC(=O)C(F)(F)F.CCOC(=O)C(F)(F)F.CCOC(=O)C(F)(F)F.ClC(Cl)Cl.ClC(Cl)Cl.CN(C)C=O.CN(C)C=O
HOMO-LUMO gap = 9.8 eV
HOMO = -0.3558 Eh
net charge = 0
2S+1 = 1

Geometry as XYZ:
```
146
C40H56Cl6F24N2O18, DFT ωB97M-V/def2-TZVPD
C 2.697 3.293 3.352
C 1.320 3.763 3.639
O 0.680 4.321 2.469
C 0.982 5.484 1.977
O 1.874 6.246 2.364
C 0.194 5.905 0.738
F -0.370 4.833 0.177
F -0.724 6.777 1.144
F 1.005 6.494 -0.137
H 2.767 2.681 2.453
H 2.995 2.638 4.171
H 3.409 4.114 3.264
H 1.341 4.487 4.454
H 0.659 2.942 3.919
C -4.569 2.317 -0.744
C -5.021 2.739 -2.164
O -5.749 1.664 -2.728
C -6.285 1.703 -3.958
O -6.479 2.791 -4.568
C -6.842 0.352 -4.433
F -6.376 0.076 -5.676
F -6.656 -0.702 -3.592
F -8.198 0.486 -4.483
H -5.350 1.857 -0.139
H -4.228 3.208 -0.216
H -3.797 1.552 -0.826
H -4.119 2.939 -2.742
H -5.744 3.553 -2.218
C 2.038 -1.866 -2.608
C 0.903 -2.888 -2.303
O 1.195 -4.131 -2.760
C 0.086 -4.965 -2.983
O -1.052 -4.605 -2.998
C 0.396 -6.467 -3.252
F -0.029 -6.825 -4.459
F 1.687 -6.671 -3.157
F -0.268 -7.256 -2.405
H 2.881 -2.206 -2.006
H 1.841 -0.837 -2.309
H 2.364 -1.832 -3.648
H 0.067 -2.477 -2.869
H 0.670 -2.955 -1.240
C 0.777 2.596 -2.740
C 0.656 3.552 -3.873
O 0.133 4.825 -3.493
C -1.149 4.994 -3.177
O -1.977 4.074 -3.132
C -1.554 6.425 -2.734
F -0.548 7.263 -2.888
F -2.523 6.888 -3.548
F -1.949 6.423 -1.464
H -0.127 2.003 -2.601
H 0.912 3.125 -1.797
H 1.538 1.833 -2.908
H 0.185 3.188 -4.786
H 1.686 3.830 -4.097
C -4.043 -1.773 -2.265
C -5.103 -1.847 -1.146
O -6.067 -2.881 -1.518
C -6.646 -3.630 -0.524
O -6.445 -3.587 0.663
C -7.696 -4.584 -1.139
F -7.919 -4.365 -2.412
F -7.257 -5.872 -0.990
F -8.862 -4.398 -0.483
H -3.290 -2.560 -2.227
H -3.560 -0.826 -2.026
H -4.463 -1.676 -3.266
H -5.643 -0.910 -1.009
H -4.675 -2.165 -0.196
C 3.321 -0.488 4.964
C 3.340 -2.038 4.910
O 2.220 -2.528 5.585
C 0.981 -2.618 4.950
O 0.803 -2.544 3.729
C -0.189 -2.863 6.027
F -1.143 -1.862 5.832
F -0.777 -4.009 5.879
F 0.291 -2.813 7.311
H 3.461 -0.146 5.990
H 2.487 0.013 4.472
H 4.192 0.018 4.549
H 4.277 -2.496 5.225
H 3.266 -2.485 3.919
C 6.586 0.045 -4.555
C 5.660 1.268 -4.254
O 5.203 1.128 -2.864
C 4.477 2.132 -2.295
O 4.016 3.172 -2.887
C 4.181 1.834 -0.815
F 3.762 2.925 -0.174
F 3.325 0.804 -0.796
F 5.249 1.358 -0.159
H 6.647 -0.108 -5.632
H 6.224 -0.900 -4.149
H 7.629 0.144 -4.253
H 4.783 1.285 -4.901
H 6.161 2.216 -4.451
C 3.314 -3.218 1.100
C 4.800 -3.295 0.838
O 5.536 -2.906 1.920
C 5.825 -1.658 2.220
O 5.471 -0.690 1.525
C 6.919 -1.385 3.317
F 6.424 -0.849 4.443
F 7.485 -2.545 3.679
F 7.927 -0.600 2.867
H 3.048 -2.244 1.510
H 3.020 -3.998 1.802
H 2.789 -3.617 0.232
H 5.012 -2.730 -0.070
H 5.074 -4.317 0.579
Cl -3.346 -1.243 -5.691
C -2.266 -0.027 -4.957
Cl -2.724 1.552 -5.570
Cl -0.562 -0.443 -5.110
H -2.435 0.006 -3.881
Cl -0.534 -4.319 0.974
C 0.470 -5.684 1.539
Cl 1.524 -6.254 0.262
Cl -0.537 -7.017 2.084
H 1.112 -5.351 2.355
C -3.519 2.133 5.410
N -2.399 1.340 4.910
C -2.516 0.752 3.593
C -1.213 1.393 5.592
O -0.080 0.958 5.160
H -4.427 1.531 5.419
H -3.613 3.014 4.775
H -3.361 2.441 6.444
H -1.688 0.085 3.354
H -3.426 0.185 3.398
H -2.462 1.576 2.882
H -1.206 1.967 6.532
C 0.676 -0.550 1.607
N -0.173 0.080 0.567
C -0.235 1.537 0.768
C -0.751 -0.594 -0.430
O -1.305 0.003 -1.352
H 1.657 -0.145 1.356
H 0.702 -1.639 1.592
H 0.272 -0.178 2.548
H 0.610 2.002 0.259
H -1.089 2.018 0.290
H -0.194 1.690 1.847
H -0.624 -1.686 -0.375
```

Löwdin population analysis, charges in e, atoms 1 to 2: atom 1 (C): -0.0532, atom 2 (C): -0.1802

***

Entry 3:
Formula: C40H57BN8O2PS5Sr
Source: the OMol25 dataset
Level of theory: ωB97M-V/def2-TZVPD

Output
energy above the lowest of the compared OMol25 structures with the same formula, charge and spin = 2.572 eV
HOMO-LUMO gap = 6.3 eV
HOMO = -0.1463 Eh
net charge = -1
2S+1 = 1

Geometry as XYZ:
```
115
C40H57BN8O2PS5Sr, DFT ωB97M-V/def2-TZVPD
Sr 0.364 0.553 1.028
C -2.921 -1.202 3.460
C -1.911 -1.273 2.336
N -1.811 -0.278 1.518
N -2.743 0.686 1.528
C -2.482 1.929 1.606
S -1.060 2.725 2.074
S -3.881 2.982 1.208
C -4.426 2.191 -0.356
C -5.486 1.155 -0.186
C -6.773 1.523 0.195
C -7.786 0.584 0.265
C -7.526 -0.740 -0.050
C -6.244 -1.119 -0.411
C -5.228 -0.181 -0.470
C -1.077 -2.449 2.214
C -1.470 -3.630 2.862
C -0.706 -4.774 2.843
C 0.525 -4.762 2.189
C 0.943 -3.632 1.536
C 0.152 -2.453 1.464
O 0.552 -1.461 0.763
H -3.122 -0.154 3.681
H -2.542 -1.697 4.351
H -3.866 -1.665 3.169
H -3.522 1.784 -0.811
H -4.802 3.019 -0.961
H -6.977 2.559 0.429
H -8.786 0.887 0.548
H -8.322 -1.473 -0.014
H -6.038 -2.150 -0.663
H -4.228 -0.479 -0.750
H -2.419 -3.666 3.382
H -1.063 -5.674 3.328
H 1.144 -5.651 2.186
H 1.865 -3.629 0.971
C -1.156 4.619 -3.240
C 0.077 4.695 -2.334
C -0.345 4.662 -0.867
C 0.811 6.018 -2.586
N 0.950 3.564 -2.664
C 2.140 3.670 -3.343
C 2.585 2.422 -3.584
N 1.685 1.525 -3.079
B 2.048 0.018 -3.217
N 3.180 -0.324 -2.217
C 4.057 -1.331 -2.518
C 4.915 -1.476 -1.491
N 4.566 -0.557 -0.519
C 3.492 0.140 -0.991
S 2.851 1.537 -0.289
C 5.209 -0.617 0.796
C 6.715 -0.389 0.590
C 4.702 0.440 1.771
C 4.913 -2.002 1.388
N 0.816 -0.885 -3.095
C -0.351 -0.519 -3.713
C -1.276 -1.465 -3.479
N -0.690 -2.456 -2.720
C 0.622 -2.109 -2.535
S 1.839 -3.110 -2.001
C -1.463 -3.627 -2.307
C -1.673 -4.505 -3.549
C -0.778 -4.454 -1.225
C -2.794 -3.138 -1.717
C 0.695 2.230 -2.491
S -0.685 1.610 -1.741
H -1.828 5.444 -3.015
H -1.677 3.681 -3.063
H -0.866 4.675 -4.288
H -0.917 5.556 -0.628
H 0.526 4.619 -0.217
H -0.966 3.795 -0.672
H 0.164 6.837 -2.280
H 1.044 6.155 -3.640
H 1.729 6.073 -2.004
H 2.591 4.603 -3.601
H 3.479 2.092 -4.073
H 2.508 -0.111 -4.323
H 3.994 -1.866 -3.442
H 5.723 -2.166 -1.371
H 6.870 0.575 0.108
H 7.166 -1.159 -0.030
H 7.224 -0.381 1.550
H 4.855 1.436 1.365
H 5.248 0.350 2.709
H 3.643 0.294 1.967
H 5.306 -2.800 0.763
H 3.835 -2.135 1.465
H 5.348 -2.098 2.380
H -0.429 0.381 -4.284
H -2.298 -1.501 -3.788
H -0.704 -4.812 -3.938
H -2.200 -3.966 -4.332
H -2.242 -5.391 -3.285
H 0.152 -4.885 -1.579
H -1.443 -5.256 -0.909
H -0.559 -3.829 -0.366
H -3.434 -2.667 -2.458
H -2.581 -2.421 -0.924
H -3.336 -3.977 -1.287
C -0.154 1.682 5.112
P 1.309 1.220 4.128
C 2.039 2.748 3.467
C 2.488 0.611 5.397
O 1.074 0.171 3.122
H 0.139 2.331 5.934
H -0.610 0.771 5.496
H -0.864 2.198 4.466
H 2.369 3.413 4.261
H 1.281 3.252 2.871
H 2.873 2.486 2.817
H 2.627 1.328 6.202
H 3.445 0.392 4.929
H 2.081 -0.317 5.796
```

Löwdin population analysis, charges in e, atoms 1 to 2: atom 1 (Sr): 1.1043, atom 2 (C): -0.0198

***

Entry 4:
Formula: C40H57BeN9P2SbSi2
Source: the OMol25 dataset
Level of theory: ωB97M-V/def2-TZVPD

Output
HOMO-LUMO gap = 7.8 eV
HOMO = -0.2007 Eh
net charge = -1
2S+1 = 1

Geometry as XYZ:
```
112
C40H57BeN9P2SbSi2, DFT ωB97M-V/def2-TZVPD
Be 0.274 -0.782 1.188
N 1.469 0.175 3.625
C 0.378 0.888 3.158
N -0.182 1.904 3.774
N -1.164 2.296 2.925
N -1.179 1.566 1.869
N -0.206 0.630 1.983
C 2.326 -0.410 2.703
N 3.595 -0.666 2.914
N 4.016 -1.215 1.749
N 3.055 -1.291 0.903
N 1.934 -0.783 1.479
H 1.919 0.555 4.441
C -3.865 -0.864 -3.921
C -2.563 -1.172 -3.183
Sb -1.551 0.467 -2.165
C -3.255 1.780 -1.914
C -3.508 2.815 -3.006
C -0.651 1.379 -3.925
C -1.283 1.122 -5.292
H -4.306 -1.773 -4.342
H -3.710 -0.164 -4.743
H -4.610 -0.427 -3.254
H -1.820 -1.603 -3.860
H -2.738 -1.919 -2.405
H -3.070 2.270 -0.956
H -4.124 1.136 -1.771
H -2.623 3.425 -3.197
H -4.312 3.498 -2.717
H -3.802 2.345 -3.947
H 0.379 1.011 -3.917
H -0.604 2.452 -3.717
H -1.356 0.053 -5.504
H -0.681 1.569 -6.090
H -2.284 1.545 -5.366
C 1.351 -4.331 2.398
Si 0.262 -3.862 0.941
C 1.337 -3.739 -0.591
C -0.792 -5.378 0.572
C -0.615 -2.281 1.393
Si -2.470 -2.207 1.596
C -2.812 -2.098 3.441
C -3.512 -3.630 0.939
C -3.270 -0.732 0.769
H 1.839 -5.301 2.264
H 0.756 -4.371 3.316
H 2.134 -3.578 2.543
H 1.999 -4.608 -0.658
H 1.962 -2.845 -0.594
H 0.706 -3.729 -1.490
H -0.126 -6.180 0.239
H -1.520 -5.200 -0.220
H -1.330 -5.734 1.453
H -0.299 -2.175 2.456
H -2.306 -2.913 3.968
H -3.879 -2.145 3.681
H -2.418 -1.155 3.838
H -3.390 -4.554 1.503
H -3.298 -3.845 -0.112
H -4.562 -3.327 1.005
H -2.676 0.174 0.888
H -4.265 -0.532 1.181
H -3.392 -0.923 -0.304
C 1.558 3.539 -1.787
P 1.571 1.950 -0.806
C 2.897 2.279 0.433
C 4.258 2.081 0.205
C 5.184 2.341 1.205
C 4.764 2.800 2.446
C 3.411 2.994 2.687
C 2.485 2.728 1.688
C 2.441 0.875 -2.029
C 2.165 -0.492 -1.998
C 2.703 -1.358 -2.940
C 3.521 -0.865 -3.945
C 3.814 0.492 -3.989
C 3.279 1.351 -3.038
P 0.091 4.576 -1.368
C 0.439 6.077 -2.386
C 1.137 6.019 -3.591
C 1.309 7.156 -4.375
C 0.779 8.370 -3.970
C 0.068 8.440 -2.777
C -0.102 7.307 -1.998
C 0.503 5.205 0.302
C 1.656 5.944 0.572
C 1.924 6.376 1.859
C 1.045 6.067 2.895
C -0.097 5.326 2.639
C -0.371 4.904 1.341
H 1.384 3.233 -2.821
H 2.504 4.080 -1.723
H 4.597 1.688 -0.745
H 6.236 2.158 1.023
H 5.488 2.982 3.232
H 3.068 3.337 3.656
H 1.428 2.867 1.888
H 1.518 -0.891 -1.228
H 2.484 -2.417 -2.881
H 3.931 -1.534 -4.692
H 4.461 0.885 -4.765
H 3.528 2.404 -3.088
H 1.560 5.081 -3.929
H 1.862 7.087 -5.304
H 0.916 9.256 -4.578
H -0.353 9.384 -2.450
H -0.652 7.376 -1.066
H 2.350 6.178 -0.228
H 2.827 6.939 2.062
H 1.265 6.392 3.905
H -0.769 5.054 3.443
H -1.247 4.298 1.146
```

Löwdin population analysis, charges in e, atoms 1 to 2: atom 1 (Be): 0.1305, atom 2 (N): 0.1630

***

Number 1: molar mass 1138.88 g mol⁻¹, E -7367.1011 a.u.. Number 2: molar mass 1521.55 g mol⁻¹, E -8179.5679 a.u.. Number 3: molar mass 971.69 g mol⁻¹, E -4535.1582 a.u.. Number 4: molar mass 912.85 g mol⁻¹, E -3568.1060 a.u..